Entry from the OMol25 dataset: a structure of composition C36H44CeF4N7O6 in a non-equilibrium geometry (the ωB97M-V functional and the def2-TZVPD basis).

Calculated values
ΔE to the lowest compared entry with this formula, charge and spin: 0.351 eV
electronic energy: -3107.552870 a.u.
max |F|: 2.84 eV/Å
LUMO (alpha / beta): -4.784 / -4.738 eV
charge: +1

Each line ends with the Mulliken charge.
Atoms and positions in Å:
Ce1 0.064 -0.490 -0.321  -0.568
C1 -2.971 -0.213 -2.751  -0.585
C2 -3.608 0.609 -1.634  -1.545
N1 -3.084 0.291 -0.304  1.114
C3 -3.773 -0.844 0.319  -0.805
C4 -3.453 -2.197 -0.315  -0.858
C5 -3.144 1.477 0.576  -1.195
C6 -1.711 1.948 0.879  -0.703
N2 -1.013 0.765 1.354  0.936
C7 -1.002 0.430 2.633  -0.009
C8 -0.706 -0.936 2.931  0.371
F1 -0.558 -1.775 1.809  -0.177
C9 -0.609 -1.459 4.196  -0.097
F2 -0.353 -2.772 4.366  -0.303
C10 -0.808 -0.657 5.309  -0.658
C11 -1.129 0.675 5.075  0.203
F3 -1.349 1.476 6.137  -0.317
C12 -1.240 1.209 3.810  0.118
F4 -1.581 2.520 3.712  -0.333
H1 -3.178 0.266 -3.706  0.624
H2 -3.352 -1.228 -2.787  0.361
H3 -1.891 -0.237 -2.586  -0.083
H4 -4.705 0.491 -1.667  0.288
H5 -3.372 1.656 -1.841  0.608
H6 -4.867 -0.688 0.315  0.438
H7 -3.439 -0.882 1.359  0.383
H8 -4.098 -2.417 -1.163  0.378
H9 -3.603 -2.983 0.420  0.566
H10 -2.408 -2.213 -0.639  -0.204
H11 -3.615 1.221 1.532  0.298
H12 -3.730 2.282 0.120  0.627
H13 -1.730 2.786 1.579  0.645
H14 -1.224 2.278 -0.048  0.030
H15 -0.729 -1.049 6.305  0.558
N3 2.337 0.057 -1.810  -0.135
C13 2.246 1.512 -1.981  0.655
C14 3.386 2.210 -2.767  -1.170
C15 4.070 1.414 -3.892  -0.406
C16 3.494 1.683 -5.291  -1.330
N4 2.062 1.474 -5.345  -0.076
C17 1.484 0.282 -5.222  0.214
N5 2.135 -0.864 -5.446  -0.258
N6 0.175 0.215 -4.994  -0.219
C18 0.811 1.797 -2.519  -0.120
O1 0.648 2.616 -3.434  -0.896
O2 -0.096 1.114 -1.985  0.088
H16 3.231 -0.198 -1.393  0.391
H17 2.219 -0.450 -2.689  -0.017
H18 2.251 1.948 -0.968  0.226
H19 4.153 2.488 -2.043  0.505
H20 2.974 3.139 -3.167  0.450
H21 4.021 0.343 -3.679  0.190
H22 5.128 1.683 -3.918  0.504
H23 3.995 1.054 -6.032  0.382
H24 3.672 2.722 -5.571  0.452
H25 1.524 2.224 -4.880  0.461
H26 3.129 -0.863 -5.591  0.286
H27 1.682 -1.710 -5.119  0.282
H28 -0.274 1.053 -4.647  0.425
H29 -0.142 -0.676 -4.605  0.026
C19 -4.045 -6.956 -3.860  -1.548
C20 -3.039 -5.872 -3.624  0.550
C21 -2.874 -4.837 -4.528  -1.149
C22 -1.955 -3.818 -4.312  0.646
C23 -1.851 -2.721 -5.331  -1.133
C24 -1.181 -3.831 -3.147  0.690
C25 -1.317 -4.889 -2.235  1.270
C26 -0.482 -4.991 -0.995  -1.440
C27 -2.242 -5.888 -2.490  -1.129
C28 -0.313 -2.650 -2.784  -0.366
O3 0.446 -2.102 -3.612  -0.694
O4 -0.458 -2.206 -1.610  0.854
H30 -4.628 -6.759 -4.755  0.365
H31 -4.725 -7.040 -3.013  0.354
H32 -3.546 -7.918 -3.976  0.342
H33 -3.486 -4.816 -5.417  0.326
H34 -2.570 -2.879 -6.131  0.464
H35 -0.853 -2.703 -5.763  0.284
H36 -2.046 -1.751 -4.879  0.000
H37 0.574 -4.879 -1.235  0.331
H38 -0.632 -5.954 -0.512  0.465
H39 -0.740 -4.205 -0.286  0.039
H40 -2.359 -6.696 -1.783  0.424
O5 2.179 2.395 2.043  -0.692
C29 2.468 1.224 1.930  -0.252
N7 1.876 0.336 1.059  0.824
C30 2.455 -0.876 1.169  0.837
O6 2.059 -1.856 0.515  -0.662
C31 3.584 -0.808 2.148  0.020
C32 4.537 -1.712 2.575  -0.435
C33 5.432 -1.294 3.556  -0.670
C34 5.376 -0.017 4.088  -0.490
C35 4.439 0.906 3.634  -0.770
C36 3.558 0.492 2.660  0.352
H41 4.590 -2.706 2.161  0.547
H42 6.184 -1.981 3.913  0.451
H43 6.072 0.267 4.863  0.437
H44 4.394 1.910 4.024  0.539

Atoms 1-2, force components in eV/Å:
-0.1 1.4 0.8
-0.1 0.0 0.2

Entry from the OMol25 dataset: a structure of composition C10H14AlClCsF6IK3N2O8 in a non-equilibrium geometry (the ωB97M-V functional and the def2-TZVPD basis).

Calculated values
electronic energy: -4520.014670 a.u.
max |F|: 10.71 eV/Å
LUMO: 0.160 eV
charge: -1

Each line ends with the Mulliken charge.
Atoms and positions in Å:
C1 2.641 -0.226 -0.291  -0.786
C2 2.329 1.027 -1.113  -0.832
C3 0.853 1.251 -1.438  -1.346
C4 -0.145 1.158 -0.202  2.982
C5 0.225 2.194 0.864  -2.911
C6 -1.631 1.158 -0.578  -1.383
C7 -2.656 2.227 -0.703  -1.113
I1 -2.338 4.273 -0.359  0.027
C8 -3.817 1.530 -1.110  1.109
O1 -4.891 2.009 -1.531  -0.814
O2 -3.625 0.111 -1.017  -0.712
C9 -2.219 -0.102 -0.918  -0.163
O3 -1.568 -1.114 -1.082  -0.616
H1 3.694 -0.486 -0.368  0.413
H2 2.054 -1.085 -0.602  0.180
H3 2.436 -0.097 0.776  0.009
H4 2.862 0.918 -2.056  0.390
H5 2.726 1.900 -0.588  0.294
H6 0.537 0.449 -2.146  0.630
H7 0.713 2.283 -1.867  0.442
H8 0.039 0.146 0.204  0.699
H9 -0.586 2.419 1.582  0.558
H10 1.173 1.889 1.366  0.416
H11 0.464 3.137 0.365  0.577
F1 0.402 -2.768 -4.497  -0.237
Al1 0.954 -3.516 -3.072  0.172
F2 1.854 -2.362 -2.177  -0.224
F3 2.052 -4.806 -3.505  -0.508
F4 -0.291 -4.085 -2.157  -0.256
Cs1 0.503 1.287 3.007  0.958
K1 -1.153 2.106 -3.030  0.924
N1 -1.554 -7.686 -1.730  1.076
O4 -2.654 -7.637 -2.232  -0.593
O5 -0.472 -7.721 -2.348  -0.282
O6 -1.376 -7.745 -0.437  -0.202
C10 0.554 5.849 7.738  -0.674
N2 1.259 4.734 7.047  0.858
O7 2.435 4.872 6.803  -0.512
O8 0.596 3.754 6.774  -0.520
H12 1.266 6.645 7.915  0.298
H13 -0.250 6.177 7.088  0.276
H14 0.163 5.456 8.671  0.278
F5 0.710 -6.593 -3.540  -0.625
K2 3.122 -3.615 -4.822  1.034
Cl1 -1.182 -2.421 -6.354  -0.946
K3 -4.152 -0.260 -3.046  1.039
F6 -2.055 -6.634 0.717  -0.386

Atoms 1-2, force components in eV/Å:
-0.4 0.1 0.3
0.0 -0.2 0.1

Entry from the OMol25 dataset: a structure of composition C2H10N5 in a non-equilibrium geometry (the ωB97M-V functional and the def2-TZVPD basis).

Calculated values
ΔE to the lowest compared entry with this formula, charge and spin: 6.351 eV
electronic energy: -355.574006 a.u.
max |F|: 5.33 eV/Å
LUMO: -3.739 eV
charge: +1

Each line ends with the Mulliken charge.
Atoms and positions in Å:
C1 0.834 1.117 -0.172  0.788
C2 -0.539 0.635 -2.080  -0.841
N1 0.590 1.126 -1.359  -0.333
N2 1.622 1.588 0.702  -0.360
N3 -0.813 0.295 1.939  -0.362
N4 -0.603 0.109 0.662  -0.201
N5 -0.246 -1.801 0.481  -0.547
H1 -0.140 -0.086 -2.779  0.300
H2 -1.027 1.434 -2.544  0.317
H3 -1.104 0.080 -1.387  0.426
H4 1.781 1.491 1.702  0.186
H5 2.175 2.306 0.373  0.254
H6 -0.181 0.586 2.672  0.205
H7 -1.791 -0.056 2.182  0.262
H8 -1.054 -2.405 0.670  0.316
H9 0.610 -1.950 0.933  0.305
H10 -0.097 -1.672 -0.564  0.285

Atoms 1-2, force components in eV/Å:
-4.0 -2.8 -2.0
1.6 -1.3 0.0

Entry from the OMol25 dataset: a cluster of 3 separate species, C3H11O3S in total in a non-equilibrium geometry (the ωB97M-V functional and the def2-TZVPD basis).

Calculated values
ΔE to the lowest compared entry with this formula, charge and spin: 0.431 eV
electronic energy: -744.826783 a.u.
max |F|: 2.18 eV/Å
LUMO: 3.264 eV
charge: -1

Each line ends with the Mulliken charge.
Atoms and positions in Å:
C1 0.178 -1.178 -0.356  -0.542
O1 -0.272 -0.640 0.844  -0.930
C2 -0.040 -0.215 -1.551  -0.585
C3 0.086 1.262 -1.178  -0.410
S1 1.582 2.017 -1.881  -0.320
H1 -0.426 -2.074 -0.525  0.272
H2 1.260 -1.362 -0.231  0.202
H3 0.704 -0.479 -2.310  0.362
H4 -0.993 -0.483 -2.018  0.300
H5 0.047 1.294 -0.111  0.218
H6 -0.686 1.900 -1.607  0.325
H7 2.468 1.149 -1.373  0.100
H8 -2.778 -1.029 1.120  0.264
H9 -1.481 -0.937 1.892  0.440
O2 -2.431 -1.250 1.990  -0.725
H10 0.958 0.584 3.203  0.269
H11 0.698 0.399 1.724  0.489
O3 1.127 1.041 2.368  -0.729

Atoms 1-2, force components in eV/Å:
-0.5 1.2 1.7
0.7 0.7 -0.2

Entry from the OMol25 dataset: a cluster of 2 separate species, C2H6N2O2 in total in a non-equilibrium geometry (the ωB97M-V functional and the def2-TZVPD basis).

Calculated values
ΔE to the lowest compared entry with this formula, charge and spin: 8.346 eV
electronic energy: -339.525953 a.u.
max |F|: 6.39 eV/Å
LUMO: -1.581 eV
charge: 0

Each line ends with the Mulliken charge.
Atoms and positions in Å:
C1 -0.562 0.519 1.355  -0.654
C2 0.777 -0.565 -0.261  0.628
H1 -1.080 0.466 2.467  0.261
H2 -0.077 1.500 1.503  0.275
H3 -1.403 0.619 0.438  0.205
H4 0.588 -1.354 1.737  0.326
H5 0.917 0.415 -1.981  0.320
H6 -0.596 -0.715 -2.970  0.329
N1 0.074 -0.773 0.952  -0.259
N2 0.387 0.703 -1.066  -0.316
O1 1.982 -0.962 -0.508  -0.606
O2 -1.006 0.147 -1.665  -0.507

Atoms 1-2, force components in eV/Å:
-4.7 -0.3 0.7
5.7 1.6 1.2

Entry from the OMol25 dataset: a cluster of 3 separate species, H5O3 in total (the ωB97M-V functional and the def2-TZVPD basis).

Calculated values
ΔE to the lowest compared entry with this formula, charge and spin: 0.261 eV
electronic energy: -228.741342 a.u.
max |F|: 0.80 eV/Å
LUMO: 5.019 eV
charge: -1

Each line ends with the Mulliken charge.
Atoms and positions in Å:
O1 -1.658 0.197 1.823  -0.693
H1 -0.757 -0.048 1.550  0.398
O2 1.745 0.523 -1.544  -0.797
H2 1.161 0.043 -0.749  0.446
H3 1.160 1.285 -1.660  0.239
O3 0.168 -0.602 0.018  -1.054
H4 -2.142 0.036 1.002  0.288
H5 0.321 -1.434 -0.440  0.173

Atoms 1-2, force components in eV/Å:
-0.7 0.2 0.4
0.2 -0.3 -0.6